[1]
C5H10 | the ωB97M-V functional and the def2-TZVPD basis

Calculated values
energy relative to the best compared isomer or geometry (same formula, charge and spin) = 105.3 kJ/mol
LUMO level = 0.0461 Ha
total charge = 0
SMILES = CC1CCC1
total energy = -196.4683 Ha
HOMO-LUMO gap = 11.77 eV

Structure (XYZ):
```
15
Properties=species:S:1:pos:R:3:lowdin_charge:R:1
C -0.2431 1.2993 -1.3956 -0.081
C -0.3520 0.1286 -0.4318 -0.373
C -0.6118 0.1967 1.0913 -0.156
C 0.2725 -1.0567 1.2909 -0.177
C 0.7659 -0.9195 -0.1732 -0.148
H -0.5622 0.9476 -2.3982 0.077
H -0.9498 2.0996 -1.1471 0.074
H 0.7588 1.7134 -1.4868 0.065
H -1.2120 -0.3408 -0.9125 0.120
H -0.2248 1.0789 1.6078 0.104
H -1.6654 0.0793 1.3557 0.098
H -0.3042 -1.9692 1.4758 0.099
H 1.0343 -0.9815 2.0748 0.096
H 0.6939 -1.8184 -0.7918 0.097
H 1.7956 -0.5445 -0.2364 0.105
```

=====

[2]
C3H14N3O2 | the ωB97M-V functional and the def2-TZVPD basis

Calculated values
expectation value of S² = 0.76
energy relative to the best compared isomer or geometry (same formula, charge and spin) = 0.0 kJ/mol
LUMO level (alpha / beta) = -0.3005 / -0.5002 Ha
total charge = +2
total energy = -436.6823 Ha
2S+1 = 2
HOMO-LUMO gap (alpha / beta) = 10.60 / 4.65 eV

Structure (XYZ):
```
22
Properties=species:S:1:pos:R:3:lowdin_charge:R:1
C -0.6115 -1.2407 -0.0351 0.056
C 0.2931 -0.8762 1.2350 -0.080
N 1.5687 -0.3099 0.8610 0.260
C 1.6245 0.9040 0.1577 -0.301
N 2.5354 1.0904 -0.8582 0.273
N 0.7666 1.8489 0.1556 0.296
H -0.5800 -0.4011 -0.8150 0.083
H -1.6156 -1.3220 0.2857 0.045
H -0.3982 -2.1680 -0.4052 0.070
H -0.1996 -0.1681 1.7601 0.093
H 0.4578 -1.7225 1.9057 0.168
H 2.3591 -0.9045 0.5479 0.213
H 3.4020 0.6680 -1.0074 0.125
H 2.3332 1.7808 -1.6193 0.186
H 0.6920 2.5906 -0.4561 0.137
H 0.0240 1.8140 0.8358 0.168
H -1.7182 1.7165 -2.3854 0.057
H -1.1536 0.2900 -2.5282 0.052
O -1.0113 1.1465 -2.1249 -0.042
H -3.4143 -1.4063 0.9521 0.074
H -2.5459 -2.0744 1.8795 0.008
O -2.8085 -1.2561 1.6588 0.058
```

=====

[3]
C5H7NO | the ωB97M-V functional and the def2-TZVPD basis

Calculated values
energy relative to the best compared isomer or geometry (same formula, charge and spin) = 172.2 kJ/mol
LUMO level = 0.0322 Ha
total charge = 0
SMILES = Cc1cocc1N
total energy = -324.6589 Ha
HOMO-LUMO gap = 9.42 eV

Structure (XYZ):
```
14
Properties=species:S:1:pos:R:3:lowdin_charge:R:1
C -1.5249 0.5169 0.7387 -0.032
C -0.5374 -0.4802 -0.0325 -0.125
C -0.3643 -1.7302 -0.6390 -0.060
O 0.9141 -1.8711 -1.1238 -0.015
C 1.5793 -0.7356 -0.8476 -0.074
C 0.7556 0.1146 -0.2024 -0.350
N 1.1049 1.3949 0.2399 0.051
H -1.8374 0.1413 1.7179 0.064
H -2.4032 0.7991 0.1518 0.063
H -1.1021 1.5193 1.0078 0.064
H -0.8905 -2.6572 -0.8741 0.122
H 2.6091 -0.6277 -1.1503 0.129
H 0.5959 2.1268 -0.2293 0.081
H 1.1008 1.4891 1.2431 0.082
```

=====

[4]
C33H26Cl5F4N5Rb | the ωB97M-V functional and the def2-TZVPD basis

Calculated values
energy relative to the best compared isomer or geometry (same formula, charge and spin) = 112.4 kJ/mol
LUMO level = 0.0569 Ha
total charge = -1
total energy = -4271.3511 Ha
HOMO-LUMO gap = 5.04 eV

Structure (XYZ):
```
74
Properties=species:S:1:pos:R:3:lowdin_charge:R:1
Rb 10.9199 11.3578 13.9038 0.692
C 5.7356 14.0140 10.6441 -0.104
N 7.1743 14.2412 10.8194 -0.269
C 7.4932 15.5770 11.4007 -0.114
C 7.9547 13.1982 11.4984 -0.216
C 8.0996 11.9333 10.6543 -0.279
N 9.1581 11.0276 10.9878 -0.009
C 9.3282 9.9773 10.2270 -0.257
C 10.5630 9.2877 10.2876 -0.160
F 11.5447 9.8613 11.0751 -0.053
C 10.9443 8.2377 9.5028 -0.245
F 12.2180 7.8098 9.5581 0.051
C 10.1602 7.8614 8.3938 0.009
C 8.9055 8.4302 8.3604 -0.249
F 8.0622 8.0987 7.3520 0.042
C 8.4169 9.3790 9.2733 -0.139
F 7.1922 9.9176 9.0457 0.029
H 5.4690 14.5350 9.7318 0.080
H 5.0865 14.1308 11.5127 0.078
H 5.5866 13.0023 10.3572 0.057
H 6.7721 16.3524 11.0295 0.077
H 8.5265 15.9722 11.1963 0.084
H 7.3441 15.5636 12.5060 0.069
H 7.4364 12.9144 12.4273 0.111
H 8.9247 13.6247 11.8056 0.103
H 8.1163 12.3011 9.5606 0.138
H 7.1466 11.3247 10.7204 0.108
H 10.5298 7.1643 7.6180 0.123
C 7.8260 10.2093 16.7641 -0.029
C 7.6448 11.6503 16.5055 -0.326
C 6.3734 12.2025 16.7639 -0.013
C 6.1994 13.5875 16.6389 -0.035
C 7.2958 14.3375 16.1948 -0.018
C 8.4701 13.6613 15.9143 -0.276
N 8.6249 12.3854 16.0153 0.160
C 9.6398 14.4831 15.6353 -0.194
C 9.8467 15.6805 16.3169 -0.007
C 10.7629 16.5694 15.7760 -0.074
C 11.5955 16.2540 14.7722 -0.025
C 11.4467 14.9572 14.1874 -0.206
N 10.4833 14.0969 14.6097 0.116
C 12.4558 14.5612 13.2651 -0.268
C 13.7834 15.0602 13.3952 -0.020
C 14.7157 14.8144 12.4218 -0.057
C 14.3226 14.1547 11.2505 -0.013
C 13.0837 13.4982 11.2993 -0.298
C 12.6765 12.6898 10.1186 -0.032
N 12.1692 13.7178 12.2914 0.138
H 7.6023 9.9096 17.8913 0.132
H 8.8628 9.9691 16.6032 0.060
H 7.1657 9.5824 16.1223 0.098
H 5.5534 11.5839 17.0615 0.104
H 5.2847 14.1191 16.9277 0.110
H 7.1651 15.3827 16.1056 0.100
H 9.2576 15.8950 17.2237 0.126
H 10.9070 17.5596 16.1979 0.113
H 12.3087 16.9466 14.3496 0.110
H 13.8843 15.7764 14.2498 0.115
H 15.7496 15.1096 12.5571 0.106
H 14.9226 13.9010 10.3961 0.109
H 12.8954 13.3126 9.2231 0.092
H 11.5906 12.4193 10.2390 0.088
H 13.2570 11.7564 10.0819 0.091
Cl 12.5584 11.2655 17.1871 0.588
C 12.5238 9.6909 16.4395 -0.796
C 12.7675 9.4351 15.1169 -0.292
C 12.8260 8.2315 14.4652 -0.781
Cl 13.1800 8.1493 12.7884 0.704
C 12.4954 7.0864 15.2393 -0.732
Cl 12.9800 5.5401 14.7218 0.663
C 12.0741 7.2980 16.5707 -0.731
Cl 11.6713 5.9413 17.5120 0.648
C 12.1174 8.5631 17.2207 -0.672
Cl 11.7886 8.7719 18.9500 0.568
```

=====

[5]
C2H7NS2 | the ωB97M-V functional and the def2-TZVPD basis

Calculated values
energy relative to the best compared isomer or geometry (same formula, charge and spin) = 202.5 kJ/mol
LUMO level = 0.0118 Ha
total charge = 0
SMILES = C=NC.SS
total energy = -931.4465 Ha
HOMO-LUMO gap = 9.05 eV

Structure (XYZ):
```
12
Properties=species:S:1:pos:R:3:lowdin_charge:R:1
C -0.4858 -1.1813 0.3316 -0.102
N 0.6886 -1.3604 0.7565 -0.091
C 1.7948 -1.0385 -0.1428 -0.145
H -1.2101 -0.6653 0.9642 0.044
H -0.7978 -1.6517 -0.6129 0.077
H 2.7001 -1.5697 0.1401 0.064
H 1.5106 -1.3079 -1.1746 0.071
H 1.9573 0.0345 -0.1166 0.070
S -0.8121 2.5015 -0.9084 0.214
S -1.7404 2.7381 0.8824 0.223
H -1.8871 1.9988 -1.5432 -0.200
H -1.7181 1.5021 1.4236 -0.225
```

=====

[6]
C4H15N2O3 | the ωB97M-V functional and the def2-TZVPD basis

Calculated values
expectation value of S² = 0.75
energy relative to the best compared isomer or geometry (same formula, charge and spin) = 32.9 kJ/mol
LUMO level (alpha / beta) = 0.0021 / 0.0020 Ha
total charge = 0
total energy = -496.4972 Ha
2S+1 = 2
HOMO-LUMO gap (alpha / beta) = 3.85 / 7.56 eV

Structure (XYZ):
```
24
Properties=species:S:1:pos:R:3:lowdin_charge:R:1
N -0.5164 -1.2704 -0.2593 0.119
C 0.1562 -1.4627 1.0105 -0.178
C 1.2740 -0.4128 1.1371 -0.244
N 1.1370 0.9757 0.7695 -0.067
C 0.1641 1.8697 1.5114 -0.230
C -1.3203 1.6273 1.3198 -0.365
O -1.9207 0.8663 0.4278 -0.256
H 0.2036 -1.3133 -0.9361 0.133
H -1.0874 -0.3349 -0.2725 0.105
H -1.2498 -1.9514 -0.4678 0.109
H -0.5215 -1.4983 1.8603 0.126
H 0.6905 -2.4075 1.0378 0.114
H 2.0824 -0.8071 0.4951 0.107
H 1.8061 -0.5969 2.0776 0.117
H 0.7063 1.0425 -0.1394 0.070
H 0.5036 1.9213 2.5478 0.095
H 0.3699 2.8229 0.9908 0.093
H -1.9252 2.2467 1.9945 0.061
H 1.9340 2.6384 -3.2472 0.029
H 2.6524 1.9167 -2.1313 0.031
O 1.8585 1.8780 -2.6707 -0.060
H -3.0970 -2.5578 -2.1472 0.068
H -1.7526 -2.7797 -2.8549 0.063
O -2.1474 -2.4124 -2.0536 -0.040
```

=====

[7]
C16H36BBr12N3O8 | the ωB97M-V functional and the def2-TZVPD basis

Calculated values
energy relative to the best compared isomer or geometry (same formula, charge and spin) = 181.0 kJ/mol
LUMO level = -0.2226 Ha
total charge = +2
total energy = -32310.0844 Ha
HOMO-LUMO gap = 6.68 eV

Structure (XYZ):
```
76
Properties=species:S:1:pos:R:3:lowdin_charge:R:1
N -2.6544 0.6344 3.0269 0.343
H -2.2304 -0.1581 3.4877 0.149
H -2.1190 0.7637 2.1803 0.101
H -2.3994 1.4230 3.6042 0.147
H -3.6465 0.4692 2.9341 0.127
N 3.2546 -3.5355 4.4019 0.339
H 3.0484 -3.0103 3.5642 0.063
H 4.1017 -4.0553 4.2224 0.148
H 2.4733 -4.0740 4.7479 0.158
H 3.4858 -2.7656 5.0134 0.139
N 3.2622 2.9029 4.1415 0.284
H 2.9607 2.3878 3.3267 0.049
H 3.8033 3.7539 4.0846 0.107
H 3.6817 2.2788 4.8157 0.148
H 2.3212 3.2173 4.3307 0.120
O -1.6760 -0.4538 -2.7037 0.124
C -1.1770 -0.3713 -1.5642 -0.382
O 0.0835 -0.3087 -1.2740 0.196
B 0.1793 -0.4904 0.2164 -0.833
O -1.1902 -0.3740 0.7297 0.150
C -2.0628 -0.3159 -0.3394 -0.330
O -3.2517 -0.4526 -0.2903 0.060
O 0.9863 -1.7092 0.6449 0.230
C 1.9005 -1.3482 1.4888 -0.325
O 2.6231 -2.1302 2.1144 0.066
C 1.8808 0.2318 1.5346 -0.308
O 0.8841 0.6526 0.8016 0.249
O 2.6453 0.8438 2.2949 0.049
Br -1.5954 -4.5571 -2.8677 0.681
C 0.1072 -3.9993 -2.1195 -0.708
C 1.0256 -3.5878 -3.2371 -0.648
Br 2.5067 -2.4983 -2.5127 0.622
H 0.4902 -4.8571 -1.5667 0.062
H -0.0898 -3.2073 -1.3970 0.021
H 0.5548 -2.9763 -4.0067 0.045
H 1.3233 -4.5216 -3.7141 0.071
Br 7.1446 1.4680 3.0833 0.552
C 6.4479 0.1522 1.7701 -0.645
C 5.6048 -0.9730 2.4346 -0.638
Br 6.7158 -1.6244 3.9566 0.569
H 7.2979 -0.3917 1.3580 0.062
H 5.8567 0.6943 1.0320 -0.033
H 5.4399 -1.8383 1.7926 0.058
H 4.6107 -0.6972 2.7867 0.012
Br -4.5957 3.1863 1.2048 0.622
C -6.1646 2.9222 0.1358 -0.728
C -6.6204 1.4825 -0.0915 -0.620
Br -8.0808 1.4116 -1.5160 0.595
H -5.9795 3.3345 -0.8561 0.049
H -6.9468 3.5701 0.5313 0.065
H -7.0257 1.2124 0.8836 0.055
H -5.8358 0.7398 -0.2363 0.032
Br -5.9619 -3.9613 -2.8610 0.663
C -5.1604 -2.6793 -1.6264 -0.700
C -5.9808 -2.7301 -0.3586 -0.652
Br -4.7775 -2.4174 1.1712 0.627
H -5.1960 -1.6559 -1.9998 0.063
H -4.1208 -3.0062 -1.6054 0.005
H -6.4850 -3.6904 -0.2508 0.036
H -6.8346 -2.0560 -0.2901 0.061
Br 4.6563 2.9170 0.1531 0.650
C 2.8486 3.5076 -0.4767 -0.590
C 2.6713 4.9773 -0.0531 -0.580
Br 2.4637 5.1120 1.9543 0.603
H 2.1429 2.9360 0.1260 0.016
H 2.7049 3.3960 -1.5514 0.081
H 1.7676 5.4024 -0.4899 0.068
H 3.5014 5.5884 -0.4073 0.066
Br 1.2792 0.4613 -4.5824 0.527
C -0.3863 1.2787 -5.4381 -0.562
C -0.4114 1.1722 -7.0194 -0.577
Br 1.0561 2.1763 -8.0428 0.514
H -0.3058 2.3183 -5.1206 0.034
H -1.2604 0.9573 -4.8717 0.038
H -1.3946 1.3972 -7.4327 0.058
H -0.1764 0.1483 -7.3101 0.032
```